DFT (ωB97M-V/def2-TZVPD) results for C2H4N2S3 in the gas phase at a distorted geometry.

Summary:
electronic energy = -1382.46073 Ha
ΔE to the lowest compared entry with this formula, charge and spin = 2.786 eV
Kohn-Sham gap (spin up / spin down) = 0.2387 / 0.2132 hartree
spin multiplicity = 3
HOMO (spin up / spin down) = -6.00 / -9.17 eV
max |F| = 4.3 eV/Å

Geometry (Å):
C (-0.933, -0.663, -0.494)
C (0.361, 0.094, -0.257)
N (0.645, 0.052, 1.155)
N (-0.226, -0.412, 1.854)
S (-1.647, -0.846, 1.215)
S (1.715, -0.291, -1.281)
S (-0.139, 2.106, -0.623)
H (-1.488, -0.090, -1.262)
H (-0.599, -1.723, -0.735)
H (2.350, -0.882, -0.145)
H (-0.039, 2.655, 0.574)

DFT (ωB97M-V/def2-TZVPD) results for a molecular structure, C22H29BClMoN11O4S3 at a distorted geometry.

Summary:
electronic energy = -3506.12235 Ha
net charge = +2
ΔE to the lowest compared entry with this formula, charge and spin = 1.396 eV
Kohn-Sham gap (spin up / spin down) = 0.2493 / 0.2613 hartree
spin multiplicity = 3
HOMO (spin up / spin down) = -13.88 / -14.00 eV
max |F| = 1.3 eV/Å

Geometry (Å):
Mo (-0.683, -0.224, -0.831)
B (-2.264, 2.928, -1.128)
N (-1.682, 2.466, 0.237)
C (-1.931, 3.133, 1.363)
C (-1.730, 2.288, 2.448)
C (-1.343, 1.088, 1.887)
N (-1.291, 1.205, 0.540)
N (-1.495, 2.319, -2.325)
C (-1.487, 2.861, -3.536)
C (-0.757, 2.050, -4.401)
C (-0.339, 0.998, -3.625)
N (-0.787, 1.153, -2.350)
H (-2.189, 4.114, -1.180)
H (-3.425, 2.559, -1.173)
H (-2.266, 4.156, 1.333)
H (-1.855, 2.518, 3.492)
H (-1.118, 0.153, 2.372)
H (-1.994, 3.792, -3.728)
H (-0.562, 2.211, -5.446)
H (0.268, 0.161, -3.907)
C (-6.134, -0.394, -1.023)
C (-5.171, -1.232, -0.280)
N (-5.431, -2.238, 0.481)
N (-4.222, -2.692, 0.913)
C (-3.205, -1.984, 0.438)
S (-1.547, -2.148, 0.688)
N (-3.794, -1.032, -0.310)
N (-3.067, -0.134, -1.082)
H (-7.144, -0.710, -0.778)
H (-5.986, -0.502, -2.100)
H (-6.021, 0.660, -0.764)
H (-4.174, -3.504, 1.507)
H (-3.215, -0.328, -2.079)
H (-3.393, 0.822, -0.906)
O (-2.629, -2.801, -2.237)
Cl (-1.765, -2.207, -3.201)
O (-2.376, -1.012, -3.705)
O (-1.382, -3.077, -4.223)
O (-0.518, -1.784, -2.461)
N (4.192, -1.621, -2.359)
C (2.857, -1.603, -2.346)
N (2.198, -2.737, -2.556)
S (2.077, -0.118, -2.039)
H (4.709, -2.427, -2.673)
H (4.694, -0.758, -2.241)
H (2.674, -3.588, -2.811)
H (1.193, -2.710, -2.632)
N (0.792, -0.472, 0.544)
S (1.521, 0.661, 1.489)
C (1.611, -0.079, 3.126)
C (1.003, -1.290, 3.408)
C (1.118, -1.810, 4.691)
C (1.820, -1.116, 5.664)
C (2.407, 0.108, 5.369)
C (2.300, 0.639, 4.095)
C (3.263, 0.667, 1.057)
C (3.729, 1.800, 0.404)
C (5.074, 1.887, 0.086)
C (5.932, 0.845, 0.414)
C (5.448, -0.288, 1.059)
C (4.107, -0.382, 1.394)
H (1.340, -1.327, 0.536)
H (0.440, -1.822, 2.654)
H (0.654, -2.758, 4.925)
H (1.911, -1.529, 6.660)
H (2.948, 0.653, 6.130)
H (2.753, 1.595, 3.856)
H (3.044, 2.601, 0.154)
H (5.452, 2.772, -0.408)
H (6.986, 0.923, 0.182)
H (6.120, -1.095, 1.320)
H (3.737, -1.251, 1.925)

DFT (ωB97M-V/def2-TZVPD) results for 2 unconnected molecules or ions with the total composition C4H13NO at a distorted geometry.

Summary:
electronic energy = -290.15550 Ha
ΔE to the lowest compared entry with this formula, charge and spin = 1.128 eV
Kohn-Sham gap = 0.3944 hartree
SMILES = CCOCC.N
HOMO = -9.61 eV
max |F| = 2.9 eV/Å

Geometry (Å):
C (-0.383, 3.026, 1.273)
C (0.139, 1.645, 0.948)
O (0.676, 1.713, -0.345)
C (1.304, 0.547, -0.795)
C (1.517, 0.465, -2.321)
H (-1.083, 3.160, 2.090)
H (-0.824, 3.424, 0.356)
H (0.485, 3.686, 1.393)
H (0.907, 1.251, 1.640)
H (-0.633, 0.873, 1.058)
H (2.350, 0.551, -0.444)
H (0.748, -0.313, -0.400)
H (2.239, -0.281, -2.607)
H (0.547, 0.383, -2.813)
H (1.822, 1.504, -2.515)
N (-2.653, -6.176, 0.970)
H (-3.475, -6.750, 0.833)
H (-2.774, -5.313, 1.445)
H (-1.896, -6.749, 1.254)

DFT (ωB97M-V/def2-TZVPD) results for C8H10O2 in the gas phase at a distorted geometry.

Summary:
electronic energy = -461.10446 Ha
ΔE to the lowest compared entry with this formula, charge and spin = 6.370 eV
Kohn-Sham gap (spin up / spin down) = 0.2900 / 0.2900 hartree
HOMO (spin up / spin down) = -8.06 / -8.06 eV
max |F| = 6.7 eV/Å

Geometry (Å):
C (-0.929, -1.871, 0.544)
C (0.040, -0.978, 0.926)
C (-1.557, -1.588, -0.772)
C (-0.993, -0.358, -1.113)
C (0.792, -0.649, 2.185)
C (0.226, -0.019, -0.260)
C (1.531, -0.532, -1.052)
C (-0.630, 1.824, 0.886)
O (1.964, -0.084, 1.853)
O (0.397, 1.380, 0.007)
H (-1.142, -2.693, 1.070)
H (-2.375, -2.045, -1.158)
H (-1.150, 0.394, -1.859)
H (1.371, 0.130, -1.977)
H (1.467, -1.597, -1.228)
H (2.491, -0.153, -0.532)
H (-0.818, 1.214, 1.863)
H (-1.596, 2.264, 0.421)
H (-0.124, 2.820, 1.309)
H (2.543, 0.224, 2.653)

DFT (ωB97M-V/def2-TZVPD) results for a gas-phase ion, C5H2N2O8 (charge -2) at a distorted geometry.

Summary:
electronic energy = -903.10726 Ha
net charge = -2
ΔE to the lowest compared entry with this formula, charge and spin = 0.599 eV
Kohn-Sham gap = 0.2817 hartree
SMILES = N#C[C@@](O)(C(=O)[O-])[C@](O)(C(=O)[O-])[N+](=O)[O-]
HOMO = -1.33 eV
max |F| = 4.4 eV/Å

Geometry (Å):
N (-1.027, -2.991, -0.026)
C (-0.790, -1.891, -0.215)
C (-0.515, -0.528, -0.456)
O (-0.440, -0.334, -1.820)
C (-1.904, 0.271, 0.305)
O (-2.894, 0.403, -0.366)
O (-1.673, 0.592, 1.498)
C (0.771, -0.300, 0.354)
O (0.642, -0.227, 1.727)
C (1.336, 1.395, -0.138)
O (1.306, 2.162, 0.801)
O (1.416, 1.449, -1.325)
N (1.895, -1.024, 0.041)
O (2.152, -1.456, -1.148)
O (2.704, -1.200, 0.976)
H (0.207, 0.346, -2.220)
H (-0.134, 0.437, 1.754)

DFT (ωB97M-V/def2-TZVPD) results for a molecular structure, C28H28N8O2PYb at a distorted geometry.

Summary:
electronic energy = -3172.32274 Ha
Kohn-Sham gap (spin up / spin down) = 0.2233 / 0.2175 hartree
spin multiplicity = 2
HOMO (spin up / spin down) = -5.89 / -6.03 eV
max |F| = 3.3 eV/Å

Geometry (Å):
Yb (-7.607, 0.382, -19.069)
C (-7.122, -4.998, -21.296)
N (-6.847, -3.551, -21.362)
C (-6.700, -2.823, -22.501)
C (-6.729, -1.502, -22.035)
N (-6.915, -1.449, -20.701)
C (-6.973, -2.687, -20.316)
P (-6.897, -3.280, -18.617)
C (-8.563, -2.864, -18.147)
N (-9.197, -1.841, -18.706)
C (-10.440, -1.843, -18.178)
C (-10.618, -2.915, -17.305)
N (-9.353, -3.552, -17.308)
C (-8.943, -4.560, -16.400)
C (-6.031, -1.905, -17.719)
N (-6.635, -0.919, -17.074)
C (-5.614, -0.205, -16.437)
C (-4.443, -0.795, -16.751)
N (-4.691, -1.875, -17.552)
C (-3.656, -2.567, -18.338)
H (-8.199, -5.124, -21.269)
H (-6.533, -5.546, -20.519)
H (-6.881, -5.402, -22.272)
H (-6.614, -3.235, -23.500)
H (-6.606, -0.602, -22.631)
H (-11.249, -1.190, -18.451)
H (-11.438, -3.309, -16.764)
H (-9.843, -4.951, -15.929)
H (-8.286, -4.082, -15.680)
H (-8.409, -5.371, -16.909)
H (-5.763, 0.649, -15.831)
H (-3.435, -0.383, -16.608)
H (-3.970, -3.537, -18.686)
H (-2.789, -2.780, -17.686)
H (-3.329, -1.934, -19.215)
N (-7.100, 2.781, -18.088)
N (-5.701, 2.952, -17.921)
C (-4.840, 1.999, -18.587)
O (-3.644, 2.119, -18.416)
O (-5.405, 1.015, -19.195)
H (-7.528, 3.421, -18.778)
H (-7.552, 2.899, -17.230)
H (-5.324, 3.872, -17.968)
C (-8.972, 1.613, -20.795)
C (-9.493, 2.683, -20.508)
C (-10.025, 3.936, -20.268)
C (-10.247, 4.860, -21.413)
C (-10.913, 6.082, -21.262)
C (-11.098, 6.985, -22.325)
C (-10.562, 6.652, -23.601)
C (-9.985, 5.380, -23.786)
C (-9.862, 4.513, -22.671)
C (-10.035, 4.478, -18.905)
C (-10.280, 3.665, -17.787)
C (-10.129, 4.031, -16.454)
C (-9.646, 5.294, -16.182)
C (-9.407, 6.185, -17.259)
C (-9.573, 5.812, -18.567)
H (-11.301, 6.338, -20.300)
H (-11.554, 7.963, -22.173)
H (-10.791, 7.287, -24.438)
H (-9.517, 5.060, -24.732)
H (-9.526, 3.490, -22.916)
H (-10.755, 2.717, -17.986)
H (-10.408, 3.306, -15.686)
H (-9.441, 5.551, -15.154)
H (-9.139, 7.215, -16.971)
H (-9.282, 6.485, -19.360)